Version w
Here is one molecule with the formula C4H7N5 from the Open Molecules 2025 dataset. Energies are from ωB97M-V/def2-TZVPD.

Its SMILES is CC/N=c1\nc[nH]nn1. The frontier orbital gap comes out at 9.82 eV. As for the spin multiplicity: 1.

Positions of all 16 atoms, in Å:
C  0.381  -0.341  -2.657
C  -0.701  -0.599  -1.562
C  -0.219  0.627  0.381
C  0.474  -0.483  2.243
H  0.245  0.666  -3.071
H  1.392  -0.315  -2.201
H  0.351  -1.051  -3.512
H  -1.671  -0.746  -2.118
H  -0.468  -1.508  -0.973
H  1.004  -1.286  2.795
H  -0.027  0.628  3.959
N  -0.793  0.600  -0.726
N  0.562  -0.395  0.985
N  -0.092  0.551  2.936
N  -0.201  1.793  2.382
N  -0.237  1.857  1.139

---

Version x
Here is one molecule with the formula C4H7N5 from the Open Molecules 2025 dataset. Energies are from ωB97M-V/def2-TZVPD.

Its SMILES is N/N=C1\C=CNNC=N1. The frontier orbital gap comes out at 7.92 eV. As for the spin multiplicity: 1.

Positions of all 16 atoms, in Å:
C  -0.695  0.654  -0.073
C  -0.390  -0.666  -0.676
C  0.677  -1.370  -0.392
C  1.325  1.613  -0.010
H  -3.522  0.120  0.811
H  -2.307  -1.233  0.471
H  -1.253  -0.914  -1.296
H  1.145  -2.304  -0.905
H  1.115  -0.761  1.564
H  2.961  0.229  -0.312
H  2.028  2.473  -0.331
N  -2.631  -0.206  0.384
N  -1.971  0.978  0.046
N  1.545  -0.847  0.671
N  1.930  0.449  0.257
N  0.043  1.785  -0.208

---

version w (3.312 eV below the next structure)

---

Version w
Here is one molecule with the formula C3H3Cl2F from the Open Molecules 2025 dataset. Energies are from ωB97M-V/def2-TZVPD.

Its SMILES is F/C=C\C(Cl)Cl. The frontier orbital gap comes out at 11.00 eV. As for the spin multiplicity: 1.

Positions of all 9 atoms, in Å:
C  1.841  -0.974  -0.168
C  0.556  -1.089  -0.434
C  -0.338  -0.126  0.287
H  2.566  -1.705  -0.479
H  0.113  -2.023  -0.838
H  -0.028  -0.281  1.310
F  2.336  0.043  0.417
Cl  -2.130  -0.485  0.096
Cl  0.011  1.470  -0.205

---

Version x
Here is one molecule with the formula C3H3Cl2F from the Open Molecules 2025 dataset. Energies are from ωB97M-V/def2-TZVPD.

Its SMILES is F/C(Cl)=C/CCl. The frontier orbital gap comes out at 10.67 eV. As for the spin multiplicity: 1.

Positions of all 9 atoms, in Å:
C  0.194  1.177  0.325
C  0.776  -0.188  0.257
C  0.002  -1.228  0.195
H  -0.799  1.251  0.071
H  0.386  1.695  1.364
H  1.871  -0.284  0.208
F  0.422  -2.497  0.121
Cl  0.981  2.435  -0.705
Cl  -1.633  -1.186  0.270

---

Version y
Here is a 2-piece molecular cluster, C3H3Cl2F overall from the Open Molecules 2025 dataset. Energies are from ωB97M-V/def2-TZVPD.

The frontier orbital gap comes out at 9.49 eV. As for the spin multiplicity: 1.

Positions of all 9 atoms, in Å:
C  1.543  0.454  -0.221
C  1.217  -0.597  0.501
C  -2.623  -0.294  -0.051
F  -2.487  -0.246  -1.371
Cl  -0.392  -1.275  0.501
Cl  -2.526  1.286  0.550
H  0.832  0.951  -0.859
H  2.543  0.849  -0.201
H  1.893  -1.128  1.152

---

version x (0.292 eV below the next structure)

---

Version w
Here is a 2-piece molecular cluster, C4H12NO overall from the Open Molecules 2025 dataset. Energies are from ωB97M-V/def2-TZVPD.

The frontier orbital gap (spin up / spin down) comes out at 8.73 / 2.34 eV. As for the spin multiplicity: 2. As for the total charge: +2.

Positions of all 18 atoms, in Å:
C  -0.281  2.479  2.150
C  0.268  1.702  0.955
C  -0.287  0.348  0.894
C  -1.199  -0.937  -0.975
N  -0.170  -0.218  -0.580
H  -0.506  3.504  1.954
H  0.464  2.386  3.024
H  -1.029  1.999  2.728
H  1.338  1.469  1.068
H  0.137  2.222  0.005
H  -1.359  0.329  1.017
H  0.266  -0.484  1.426
H  -1.768  -1.409  -0.128
H  -1.337  -1.152  -2.026
H  0.629  -0.084  -1.215
H  1.308  -3.369  -2.909
H  1.528  -3.194  -1.391
O  1.314  -2.780  -2.205

---

Version x
Here is a 3-piece molecular cluster, C4H12NO overall from the Open Molecules 2025 dataset. Energies are from ωB97M-V/def2-TZVPD.

The frontier orbital gap (spin up / spin down) comes out at 9.18 / 6.78 eV. As for the spin multiplicity: 2. As for the total charge: +2.

Positions of all 18 atoms, in Å:
C  -2.646  -1.181  0.934
C  -1.739  -0.342  0.154
C  -1.047  -0.706  -1.015
C  -0.475  0.186  -1.905
N  3.724  0.022  1.078
H  -3.177  -0.488  1.591
H  -3.463  -1.759  0.430
H  -1.519  0.685  0.476
H  -2.094  -1.946  1.533
H  -1.029  -1.798  -1.099
H  -0.268  -0.197  -2.894
H  -0.874  1.203  -1.880
H  2.818  0.541  1.135
H  4.026  -0.316  2.001
H  4.407  0.649  0.636
H  0.732  1.161  -0.638
H  1.280  2.597  -0.438
O  1.342  1.689  -0.099

---

version x (1.234 eV below the next structure)

---

Version w
Here is a 3-piece molecular cluster, C2H11N5O overall from the Open Molecules 2025 dataset. Energies are from ωB97M-V/def2-TZVPD.

The frontier orbital gap (spin up / spin down) comes out at 7.59 / 7.59 eV. As for the spin multiplicity: 1.

Positions of all 19 atoms, in Å:
C  0.075  -0.596  0.455
C  -0.763  0.372  -0.167
N  1.260  2.390  0.058
N  -0.083  -0.955  1.795
N  1.271  -0.927  -0.124
N  -1.589  -1.640  -0.415
N  -0.647  0.725  -1.487
O  0.422  1.632  0.850
H  -1.625  0.728  0.370
H  2.098  1.854  -0.192
H  0.770  2.632  -0.810
H  -0.978  -0.674  2.172
H  0.643  -0.536  2.370
H  1.956  -1.336  0.492
H  1.668  -0.277  -0.789
H  -0.994  -2.239  -0.987
H  -1.827  -2.208  0.400
H  -0.131  0.083  -2.073
H  -1.526  0.973  -1.916

---

Version x
Here is one molecule with the formula C2H11N5O from the Open Molecules 2025 dataset. Energies are from ωB97M-V/def2-TZVPD.

Its SMILES is CN(N)[C@@H]([O-])[NH+](N)N. The frontier orbital gap comes out at 10.03 eV. As for the spin multiplicity: 1.

Positions of all 19 atoms, in Å:
C  0.099  1.536  1.712
N  -0.492  0.599  0.760
N  -1.862  0.332  1.072
C  0.336  -0.745  0.526
O  -0.265  -1.819  0.666
H  -2.388  0.393  0.205
H  -1.891  -0.658  1.340
H  1.357  -0.565  0.895
H  -0.442  2.480  1.667
H  1.139  1.710  1.435
H  0.043  1.143  2.731
N  0.444  -0.252  -1.198
N  -0.254  -1.199  -1.997
N  1.801  -0.038  -1.546
H  -0.143  0.665  -0.581
H  -0.355  -2.069  -1.460
H  -1.217  -0.908  -2.146
H  1.828  0.343  -2.488
H  2.262  -0.947  -1.591

---

version x (0.619 eV below the next structure)

---

Version w
Here is an isolated ion of composition C12H21N2O and charge +1 from the Open Molecules 2025 dataset. Energies are from ωB97M-V/def2-TZVPD.

Its SMILES is CC1(C)[C@H]2CC[C@]1(C)[C@]1(COC(=[NH2+])N1)C2. The frontier orbital gap comes out at 10.68 eV. As for the spin multiplicity: 1. As for the total charge: +1.

Positions of all 36 atoms, in Å:
C  3.199  -0.155  -0.246
C  -1.715  1.902  -0.299
C  -1.096  1.443  1.029
C  0.181  0.866  -1.478
C  1.837  1.467  0.497
C  -1.357  0.756  -1.227
C  -0.482  0.044  0.748
C  0.885  0.457  -0.143
C  -1.477  -0.504  -0.275
C  -0.098  -0.757  1.965
C  -2.851  -0.827  0.213
C  -0.935  -1.876  -0.880
N  1.951  -0.627  -0.350
N  4.208  -0.952  -0.598
O  3.211  1.166  0.064
H  -2.835  1.770  -0.223
H  -1.521  2.874  -0.789
H  -0.290  2.014  1.269
H  -1.893  1.449  1.805
H  0.537  0.247  -2.263
H  0.418  1.890  -1.611
H  1.712  2.535  0.134
H  1.906  1.220  1.608
H  -1.833  0.667  -2.200
H  0.234  -0.127  2.779
H  0.681  -1.518  1.876
H  -0.857  -1.316  2.403
H  -2.692  -1.677  0.990
H  -3.581  -1.195  -0.650
H  -3.325  0.008  0.801
H  -1.092  -2.614  0.026
H  -0.070  -2.067  -1.542
H  -1.775  -2.168  -1.568
H  1.733  -1.655  -0.310
H  3.967  -1.972  -0.653
H  5.116  -0.771  -0.904

---

Version x
Here is a 2-piece molecular cluster, C12H21N2O overall from the Open Molecules 2025 dataset. Energies are from ωB97M-V/def2-TZVPD.

The frontier orbital gap comes out at 8.59 eV. As for the spin multiplicity: 1. As for the total charge: +1.

Positions of all 36 atoms, in Å:
C  1.239  -1.456  -4.134
C  -0.104  -1.033  -4.291
C  1.853  -1.169  -2.909
C  -0.750  -0.368  -3.302
C  1.254  -0.380  -1.934
C  -0.104  0.025  -2.108
C  1.142  2.246  -0.383
C  0.523  0.571  2.879
C  -1.173  -0.939  2.411
C  1.011  -1.314  1.612
C  -2.155  0.618  -0.879
C  -0.771  0.832  -1.126
N  -0.175  1.652  -0.320
N  -0.022  -0.269  1.755
O  -2.660  1.368  0.322
H  1.637  -2.098  -4.924
H  -0.671  -1.315  -5.229
H  2.817  -1.645  -2.525
H  -1.782  -0.069  -3.558
H  1.839  -0.348  -0.996
H  1.585  2.052  0.549
H  1.673  1.741  -1.143
H  1.223  3.395  -0.357
H  0.568  -0.138  3.708
H  1.664  0.823  2.759
H  -0.011  1.490  3.150
H  -1.663  -1.526  1.603
H  -0.749  -1.525  3.297
H  -1.976  -0.205  2.506
H  1.986  -0.905  1.386
H  1.181  -1.905  2.470
H  0.795  -2.035  0.826
H  -2.768  1.060  -1.626
H  -2.282  -0.556  -0.780
H  -0.752  1.917  0.436
H  -2.673  0.639  0.979

---

version w (1.429 eV below the next structure)

---

Version w
Here is a 5-piece molecular cluster, H11NO4 overall from the Open Molecules 2025 dataset. Energies are from ωB97M-V/def2-TZVPD.

Its SMILES is N.O.O.O.O. The frontier orbital gap comes out at 11.55 eV. As for the spin multiplicity: 1.

Positions of all 16 atoms, in Å:
N  -0.293  0.094  -2.526
H  -0.292  -0.772  -1.992
H  0.062  -0.099  -3.449
H  -1.278  0.234  -2.742
H  -0.315  -0.122  2.096
H  -1.547  -0.641  2.778
O  -0.790  -0.944  2.273
H  0.318  2.236  2.263
H  0.719  1.539  0.994
O  0.529  1.361  1.950
H  2.048  1.782  -0.712
H  0.763  1.173  -1.308
O  1.088  1.872  -0.660
H  -0.510  -1.902  0.770
H  0.017  -3.284  0.267
O  -0.518  -2.524  0.000

---

Version x
Here is a 5-piece molecular cluster, H11NO4 overall from the Open Molecules 2025 dataset. Energies are from ωB97M-V/def2-TZVPD.

Its SMILES is N.O.O.O.O. The frontier orbital gap comes out at 10.98 eV. As for the spin multiplicity: 1.

Positions of all 16 atoms, in Å:
N  1.671  0.873  -0.353
H  2.483  1.188  -0.861
H  1.192  0.217  -0.970
H  1.907  0.305  0.456
H  -2.704  -2.846  -0.336
H  -1.833  -1.653  -0.588
O  -1.827  -2.614  -0.620
H  -1.477  0.613  -2.419
H  -1.167  1.231  -1.131
O  -1.296  0.357  -1.512
H  -0.740  2.382  1.325
H  0.248  2.169  0.208
O  -0.686  2.382  0.392
H  1.869  -1.961  2.575
H  0.775  -1.108  2.063
O  1.586  -1.536  1.772

---

version w (0.434 eV below the next structure)

---

Version w
Here is one molecule with the formula C6H6N2O from the Open Molecules 2025 dataset. Energies are from ωB97M-V/def2-TZVPD.

Its SMILES is C1=COc2cn[nH]c2C1. The frontier orbital gap comes out at 9.23 eV. As for the spin multiplicity: 1.

Positions of all 15 atoms, in Å:
C  -2.081  0.852  0.002
C  -0.703  0.819  0.080
C  -0.372  -0.528  0.118
C  1.926  0.092  -0.214
C  1.488  1.343  -0.093
C  0.983  -1.110  0.204
N  -2.604  -0.380  -0.105
N  -1.552  -1.200  0.052
O  0.216  1.798  0.244
H  -2.613  1.683  -0.252
H  2.953  -0.082  -0.432
H  2.049  2.100  -0.408
H  1.152  -1.204  1.296
H  0.861  -2.057  -0.415
H  -1.702  -2.127  -0.077

---

Version x
Here is one molecule with the formula C6H6N2O from the Open Molecules 2025 dataset. Energies are from ωB97M-V/def2-TZVPD.

Its SMILES is [H]/N=C\C(=C)OC(=C)C#N. The frontier orbital gap comes out at 9.92 eV. As for the spin multiplicity: 1.

Positions of all 15 atoms, in Å:
C  -0.012  -0.029  -0.926
C  0.295  0.983  1.183
C  -1.327  -0.685  -0.820
C  0.962  -0.410  -1.760
C  0.430  -0.151  1.871
O  0.155  1.116  -0.166
N  -1.778  -1.652  -1.482
C  0.342  2.241  1.854
N  0.389  3.240  2.412
H  -1.145  -2.042  -2.179
H  -1.991  -0.252  -0.074
H  0.835  -1.239  -2.428
H  1.893  0.124  -1.813
H  0.540  -0.128  2.937
H  0.412  -1.114  1.391

---

Version y
Here is one molecule with the formula C6H6N2O from the Open Molecules 2025 dataset. Energies are from ωB97M-V/def2-TZVPD.

Its SMILES is C1=c2ncoc2=NCC1. The frontier orbital gap comes out at 8.73 eV. As for the spin multiplicity: 1.

Positions of all 15 atoms, in Å:
C  -0.511  1.281  -0.084
C  2.749  0.304  0.017
C  0.719  0.738  0.051
C  0.879  -0.734  0.077
C  -1.679  0.339  0.181
C  -1.417  -1.125  -0.160
N  1.967  1.297  -0.095
N  -0.069  -1.609  0.014
O  2.220  -0.971  0.065
H  -0.491  2.309  -0.266
H  3.803  0.459  0.053
H  -1.986  0.415  1.188
H  -2.640  0.486  -0.334
H  -2.002  -1.751  0.442
H  -1.543  -1.438  -1.147

---

version y (0.624 eV below the next structure)